1.
Formula: C33H31F6IrP3S2Sb
Source: the OMol25 dataset
Level of theory: ωB97M-V/def2-TZVPD

Summary:
relative energy (zero: lowest compared OMol25 entry of this formula, charge and spin): 96.7 kJ/mol
highest occupied orbital energy (spin up / spin down): -0.5108 / -0.5267 Ha
2S+1: 5
charge: +2

The geometry in XYZ format:
```
77
Properties=species:S:1:pos:R:3:forces:R:3
Ir 0.800 0.844 -1.192 -0.42 0.20 0.16
S 0.895 -1.970 -1.407 0.06 -0.35 -0.03
P -0.171 -1.716 0.307 0.16 -0.01 0.00
C -0.602 -0.078 -0.133 -0.17 0.22 -0.16
P -2.089 0.513 -0.873 0.03 -0.04 0.03
S -1.024 1.481 -2.390 0.22 -0.19 0.04
C -3.207 -0.669 -1.572 -0.04 -0.14 -0.09
C -4.400 -0.981 -0.914 0.03 -0.01 0.04
C -5.249 -1.926 -1.466 0.01 -0.01 0.00
C -4.916 -2.546 -2.664 0.00 -0.01 0.00
C -3.728 -2.239 -3.316 -0.02 -0.01 0.04
C -2.866 -1.305 -2.770 0.01 0.01 -0.01
C -2.920 1.655 0.181 -0.16 0.10 0.09
C -4.005 2.378 -0.329 0.02 -0.01 0.00
C -4.657 3.283 0.488 0.02 -0.01 0.01
C -4.238 3.457 1.803 -0.02 0.02 0.00
C -3.165 2.737 2.309 0.01 -0.01 -0.03
C -2.495 1.836 1.497 0.01 0.05 -0.01
C 0.749 -1.658 1.835 0.14 0.04 0.07
C 1.073 -2.855 2.477 0.00 -0.04 -0.07
C 1.804 -2.828 3.653 0.02 0.02 0.00
C 2.205 -1.613 4.195 0.01 0.01 -0.01
C 1.882 -0.419 3.561 0.01 -0.05 0.01
C 1.159 -0.439 2.379 -0.07 0.03 -0.03
C -1.491 -2.881 0.500 -0.11 -0.10 0.09
C -1.775 -3.822 -0.487 -0.10 0.01 -0.02
C -2.799 -4.735 -0.281 0.02 0.04 -0.04
C -3.537 -4.697 0.893 -0.02 0.01 0.03
C -3.262 -3.750 1.875 -0.02 -0.02 -0.03
C -2.233 -2.845 1.688 0.02 0.01 -0.01
H -4.666 -0.489 0.012 0.01 0.02 0.00
H -6.179 -2.168 -0.970 0.00 0.01 0.01
H -5.594 -3.269 -3.098 0.00 0.00 0.00
H -3.481 -2.722 -4.252 0.01 0.01 0.00
H -1.941 -1.065 -3.281 0.00 0.01 0.01
H -4.333 2.242 -1.353 0.00 -0.02 0.00
H -5.490 3.854 0.103 0.00 0.00 -0.01
H -4.754 4.164 2.438 0.00 0.00 0.00
H -2.846 2.884 3.332 0.00 -0.01 0.00
H -1.646 1.284 1.882 0.02 -0.02 0.00
H 0.754 -3.805 2.065 -0.01 0.01 0.00
H 2.055 -3.755 4.152 0.00 -0.01 0.00
H 2.767 -1.596 5.119 0.00 0.00 0.01
H 2.186 0.525 3.993 -0.01 0.01 0.01
H 0.912 0.498 1.892 -0.04 0.00 0.00
H -1.205 -3.844 -1.407 0.03 0.00 0.00
H -3.017 -5.478 -1.035 0.01 0.00 0.00
H -4.329 -5.416 1.052 0.00 0.00 0.00
H -3.839 -3.731 2.789 0.00 0.00 0.00
H -2.001 -2.125 2.464 0.02 -0.01 0.00
F 1.890 2.350 -2.286 0.19 0.12 -0.20
Sb 1.535 4.223 -1.489 -0.13 -0.08 0.01
F 0.790 2.982 -0.177 -0.16 0.01 0.26
F 3.074 4.158 -0.461 -0.05 0.13 0.14
F 0.880 5.684 -0.570 0.01 0.21 0.00
F 2.500 4.895 -2.912 0.07 0.15 -0.19
F -0.028 4.115 -2.498 -0.18 -0.05 -0.08
C 3.649 -0.502 -2.656 -0.02 0.01 0.00
P 3.184 0.113 -1.023 0.31 -0.06 -0.03
C 3.749 -1.101 0.198 0.03 0.06 0.01
C 4.190 1.545 -0.702 -0.03 0.03 0.03
C 4.777 2.257 -1.754 0.11 0.02 0.02
C 5.626 3.312 -1.475 0.05 -0.09 -0.05
C 5.874 3.674 -0.157 0.09 -0.02 0.03
C 5.269 2.991 0.891 0.04 -0.09 0.00
C 4.421 1.933 0.623 0.08 0.04 0.02
H 3.247 0.139 -3.439 0.00 0.01 0.02
H 3.280 -1.515 -2.796 -0.02 -0.02 0.01
H 4.738 -0.505 -2.716 0.01 -0.01 -0.01
H 4.830 -1.180 0.057 -0.01 -0.01 0.01
H 3.279 -2.063 0.040 -0.07 -0.13 -0.06
H 3.551 -0.765 1.214 -0.01 0.00 -0.05
H 4.576 1.996 -2.784 0.02 -0.02 0.00
H 6.089 3.857 -2.285 0.00 0.00 0.00
H 6.536 4.503 0.055 0.00 0.00 0.00
H 5.457 3.288 1.913 0.00 0.00 0.01
H 3.941 1.419 1.446 0.00 -0.04 0.01
```
Forces are in eV/Å.


2.
Formula: C33H31FeO4
Source: the OMol25 dataset
Level of theory: ωB97M-V/def2-TZVPD

Summary:
highest occupied orbital energy (spin up / spin down): -0.0320 / -0.1342 Ha
2S+1: 5
charge: -1

The geometry in XYZ format:
```
69
Properties=species:S:1:pos:R:3:forces:R:3
O 0.115 2.454 -1.114 0.40 -0.11 0.86
C 0.264 1.993 -0.057 -0.94 0.89 -2.35
Fe 0.581 1.734 1.774 0.87 4.80 -2.73
C -0.103 3.421 2.259 -1.04 2.13 -0.28
O -0.407 4.523 2.437 0.42 -0.71 -0.05
C 2.375 2.520 1.531 2.20 0.73 -1.04
C 3.284 1.694 0.703 0.34 0.82 1.01
C 4.246 0.866 1.188 -0.41 0.35 -0.18
C -0.087 -0.127 1.495 -0.10 -2.02 1.56
C -0.997 0.647 2.296 -0.90 -1.76 0.97
C -0.288 1.094 3.463 -0.31 -2.06 1.19
C 1.059 0.604 3.382 -0.66 -1.80 0.70
C 1.180 -0.158 2.170 -0.77 -1.95 1.15
H 2.085 3.437 1.011 0.64 0.15 0.04
H 2.744 2.736 2.545 0.09 -0.12 -0.29
H 3.173 1.843 -0.382 0.11 -0.27 0.34
H 4.981 0.390 0.552 -0.18 -0.09 -0.02
H 4.365 0.731 2.271 0.04 0.10 -0.38
H -0.332 -0.662 0.587 0.10 0.26 -0.02
H -2.050 0.791 2.097 0.09 0.10 -0.04
H -0.714 1.628 4.302 0.08 0.15 -0.18
H 1.826 0.733 4.136 -0.02 0.14 -0.26
H 2.063 -0.694 1.839 -0.09 0.34 -0.03
C 2.041 -5.998 5.953 0.71 0.11 -0.32
O 3.444 -5.962 5.605 -0.66 -0.16 0.27
C 3.801 -5.316 4.464 0.07 0.57 -0.70
C 5.191 -5.176 4.212 -0.91 -0.12 0.44
C 5.621 -4.452 3.120 -0.32 0.13 -0.51
C 4.691 -3.924 2.195 -0.30 -0.26 0.41
C 5.102 -3.122 1.045 0.81 0.67 -0.03
C 6.168 -2.206 1.184 -0.36 -0.57 -0.08
C 6.670 -1.383 0.193 0.54 -0.99 -0.45
C 7.885 -0.616 0.266 0.76 0.02 0.09
C 8.435 -0.044 -0.916 -0.19 -0.01 0.65
C 9.561 0.768 -0.851 0.08 -0.14 0.37
C 10.215 0.967 0.376 -0.26 -0.07 -0.07
C 9.751 0.313 1.526 -0.08 -0.08 -0.28
C 8.617 -0.492 1.471 0.11 0.35 -0.37
C 4.396 -3.316 -0.221 -0.47 -0.04 -0.63
C 4.015 -4.619 -0.640 0.32 0.39 0.41
C 3.407 -4.840 -1.854 -0.41 0.73 -0.76
C 3.089 -3.738 -2.690 0.48 0.44 0.70
O 2.475 -4.013 -3.869 -0.27 0.38 -0.45
C 2.068 -2.908 -4.707 0.27 -0.53 0.58
C 3.428 -2.429 -2.279 -0.28 -0.85 -0.55
C 4.085 -2.242 -1.075 0.04 -0.12 0.41
C 3.313 -4.129 2.427 0.56 0.25 -0.28
C 2.861 -4.773 3.560 0.52 -0.52 0.70
H 2.006 -6.596 6.858 -0.10 0.00 0.02
H 1.655 -4.988 6.153 0.13 -0.21 -0.09
H 1.439 -6.472 5.166 0.19 0.07 0.18
H 5.896 -5.626 4.907 -0.15 0.11 -0.07
H 6.692 -4.311 2.943 -0.39 -0.11 0.06
H 6.679 -2.222 2.148 -0.35 0.22 -0.10
H 6.287 -1.517 -0.813 -0.05 0.22 0.14
H 7.966 -0.274 -1.873 -0.02 0.26 0.23
H 9.936 1.247 -1.756 -0.03 -0.15 0.21
H 11.086 1.620 0.431 -0.21 -0.18 -0.01
H 10.277 0.432 2.474 -0.07 -0.03 -0.24
H 8.300 -1.055 2.349 0.03 0.40 -0.15
H 4.225 -5.473 0.008 0.00 0.30 -0.17
H 3.151 -5.842 -2.191 0.01 0.18 0.08
H 1.598 -3.385 -5.563 0.00 0.14 -0.01
H 1.348 -2.261 -4.188 0.15 -0.15 -0.08
H 2.933 -2.313 -5.028 -0.15 -0.14 0.05
H 3.188 -1.572 -2.910 0.06 -0.26 0.29
H 4.336 -1.226 -0.772 -0.31 -0.30 0.02
H 2.584 -3.727 1.720 0.26 -0.04 0.20
H 1.793 -4.850 3.750 0.26 0.02 -0.08
```
Forces are in eV/Å.


3.
Formula: C33H32BrN5O3RuS
Source: the OMol25 dataset
Level of theory: ωB97M-V/def2-TZVPD

Summary:
relative energy (zero: lowest compared OMol25 entry of this formula, charge and spin): 54.0 kJ/mol
highest occupied orbital energy (spin up / spin down): -0.1357 / -0.1632 Ha
2S+1: 6
charge: -1

The geometry in XYZ format:
```
76
Properties=species:S:1:pos:R:3:forces:R:3
Ru 1.301 1.013 0.722 0.96 0.44 0.11
N 3.903 0.675 0.399 -0.09 0.08 -0.02
C 4.798 1.828 0.261 -0.03 0.12 0.28
C 4.193 3.083 0.893 -0.25 0.08 -0.26
C 3.066 3.688 0.023 0.33 0.17 0.35
O 3.164 4.876 -0.297 -0.06 -0.12 -0.02
O 2.109 2.909 -0.299 -0.21 -0.39 0.09
H 4.172 0.071 1.164 0.01 -0.08 -0.04
H 3.848 0.121 -0.443 -0.05 -0.09 0.04
H 4.981 2.021 -0.797 0.01 -0.07 0.00
H 5.767 1.625 0.733 0.02 0.01 -0.10
H 4.954 3.852 1.024 0.01 -0.03 0.02
H 3.779 2.823 1.872 0.03 -0.01 0.02
C 1.293 -0.830 -0.301 -0.50 0.17 -0.26
C 0.836 -1.817 -0.884 0.25 -0.31 -0.22
C 0.313 -2.908 -1.577 0.16 0.45 0.20
C -0.613 -3.774 -0.868 -0.23 -0.26 0.23
C -1.608 -4.535 -1.510 0.12 0.14 0.05
C -2.455 -5.358 -0.788 -0.07 -0.13 0.07
C -2.353 -5.447 0.595 0.00 0.04 -0.04
C -1.415 -4.658 1.253 -0.05 -0.04 0.00
C -0.569 -3.829 0.540 0.03 0.00 -0.13
C 0.703 -3.095 -2.967 0.03 -0.06 -0.27
C 0.649 -4.343 -3.612 0.02 0.07 0.09
C 1.040 -4.483 -4.933 0.00 0.01 -0.09
C 1.513 -3.392 -5.649 0.04 -0.03 -0.03
C 1.614 -2.158 -5.016 -0.01 -0.02 -0.07
C 1.219 -2.011 -3.701 -0.13 -0.06 0.09
H -1.736 -4.454 -2.581 0.04 -0.03 -0.03
H -3.202 -5.944 -1.310 -0.01 0.03 -0.01
H -2.999 -6.114 1.152 -0.02 0.02 0.00
H -1.341 -4.698 2.333 0.02 0.03 0.00
H 0.155 -3.208 1.053 -0.01 0.00 0.01
H 0.339 -5.219 -3.059 -0.06 0.01 0.00
H 0.977 -5.454 -5.410 0.03 -0.01 0.03
H 1.817 -3.506 -6.682 0.00 0.01 0.00
H 2.001 -1.304 -5.558 -0.01 0.02 0.02
H 1.290 -1.050 -3.208 0.03 0.02 0.00
C -4.559 1.366 1.554 0.03 -0.15 -0.05
N -3.140 1.177 1.384 -0.04 0.06 0.07
C -2.518 0.086 0.843 0.35 0.38 0.18
N -3.342 -0.876 0.316 -0.04 -0.21 -0.09
O -1.299 0.014 0.798 -0.56 -0.39 0.04
H -4.745 2.402 1.829 0.00 0.00 0.00
H -4.964 0.726 2.346 -0.06 0.03 -0.01
H -5.103 1.164 0.628 0.01 0.04 -0.02
H -2.506 1.897 1.687 0.05 -0.03 -0.01
H -4.281 -0.980 0.658 0.00 0.03 0.00
H -2.867 -1.728 0.060 0.05 -0.03 0.04
N -0.015 3.945 2.169 0.06 -0.10 -0.05
C -0.553 3.766 0.937 -0.40 0.32 -0.33
N -0.507 2.664 0.273 0.34 -0.23 0.24
C -1.186 2.743 -0.923 -0.22 0.31 -0.17
C -1.258 1.736 -1.881 0.03 0.01 0.16
C -2.006 1.963 -3.022 0.08 -0.07 -0.05
C -2.659 3.177 -3.232 -0.04 0.07 -0.01
C -2.567 4.200 -2.301 0.01 0.05 0.02
C -1.826 3.972 -1.154 0.10 -0.11 0.07
S -1.501 5.057 0.177 0.08 -0.26 0.08
H 0.652 3.220 2.425 0.01 0.06 0.10
H 0.227 4.885 2.429 0.10 -0.01 -0.01
H -0.717 0.815 -1.697 -0.09 -0.06 -0.04
H -2.072 1.189 -3.776 0.00 -0.02 0.01
H -3.232 3.329 -4.138 0.00 0.01 0.00
H -3.047 5.157 -2.460 -0.03 -0.02 -0.07
Br 1.203 0.491 7.667 0.00 0.02 -0.18
C 1.253 0.647 5.754 0.00 -0.03 0.22
C 2.472 0.632 5.105 0.04 -0.05 0.03
C 2.489 0.741 3.719 -0.03 0.10 -0.11
C 1.330 0.890 2.944 -0.27 0.01 -0.30
C 0.125 0.871 3.665 0.09 -0.01 0.07
C 0.070 0.756 5.050 -0.08 -0.02 0.03
H 3.391 0.536 5.670 0.00 -0.02 0.00
H 3.458 0.705 3.230 0.02 0.08 0.02
H -0.818 0.930 3.131 0.02 0.02 -0.03
H -0.881 0.738 5.568 0.01 0.02 0.03
```
Forces are in eV/Å.